217
Properties=species:S:1:pos:R:3:forces:R:3 method="wB97M-V/def2-TZVPD" e_above_lowest_kcal_mol=40.4 e_tot_ev=-103372.4299 homo_lumo_gap_ev=8.72 smiles=COC[C@H](C)N.COC[C@H](C)N.COC[C@H](C)N.COC[C@H](C)N.COC[C@H](C)N.COCCNCCOC.COCCNCCOC.COCCNCCOC.COCCNCCOC.CC(C)O.CC(C)O.CC(C)O
C -4.407 3.006 6.738 -2.1 -0.1 0.9
O -5.287 2.389 7.721 1.1 -0.9 0.4
C -5.498 0.970 7.490 0.6 1.4 0.4
C -6.212 0.327 8.682 -1.3 -1.2 0.7
C -5.411 0.120 9.964 1.1 1.5 -0.3
N -6.662 -1.031 8.335 0.3 -0.3 -1.0
H -4.229 3.995 7.160 0.2 0.0 -0.3
H -5.079 3.082 5.883 0.6 0.3 -0.7
H -3.477 2.493 6.491 -0.1 -0.3 0.3
H -6.023 0.939 6.535 -0.5 -0.7 0.0
H -4.522 0.503 7.360 0.1 -0.3 0.0
H -7.128 0.851 8.955 0.2 0.9 -0.2
H -4.434 -0.293 9.716 -0.1 -0.4 0.1
H -5.901 -0.462 10.745 -0.2 -0.2 -0.4
H -5.180 1.089 10.406 -0.1 0.1 0.1
H -7.121 -1.472 9.119 0.1 0.1 0.2
H -7.349 -0.997 7.595 -0.1 -0.1 -0.2
C -9.283 0.343 -4.254 -0.2 0.7 -0.5
O -9.475 1.221 -3.157 -0.6 -1.3 1.6
C -10.083 0.552 -1.978 1.5 1.4 0.1
C -10.190 1.591 -0.827 0.5 -0.3 -0.2
C -8.910 2.212 -0.307 0.0 0.5 -1.0
N -10.800 0.914 0.353 -0.1 0.1 -1.7
H -10.261 0.046 -4.634 0.0 -0.4 -0.1
H -8.621 -0.513 -4.121 -0.2 -0.3 0.8
H -8.778 0.895 -5.046 -0.2 0.4 0.0
H -11.078 0.140 -2.145 -0.1 0.0 -0.6
H -9.441 -0.251 -1.615 0.2 -0.2 -0.3
H -10.856 2.364 -1.211 0.0 0.4 0.0
H -8.361 2.788 -1.051 0.0 -0.3 -0.3
H -8.264 1.438 0.106 0.0 0.2 0.3
H -9.216 2.993 0.390 0.2 -0.3 0.6
H -10.936 1.638 1.044 -0.2 0.0 0.2
H -11.693 0.722 -0.077 -0.8 -0.5 1.0
C -2.598 -7.863 -1.982 -0.8 1.2 0.6
O -3.832 -8.533 -2.216 1.2 -1.8 -0.2
C -3.609 -9.901 -2.628 -2.1 -0.4 -0.6
C -4.972 -10.738 -2.657 -0.1 0.9 1.9
C -5.646 -10.881 -1.281 0.0 0.8 0.5
N -4.676 -12.057 -3.139 0.9 -0.5 -1.0
H -2.010 -7.594 -2.860 -0.2 -0.4 -0.4
H -1.933 -8.300 -1.237 -0.1 -0.7 0.0
H -2.934 -6.928 -1.534 0.2 0.2 -0.1
H -3.240 -9.940 -3.653 0.2 0.3 -0.3
H -2.884 -10.480 -2.055 0.0 0.3 0.6
H -5.728 -10.289 -3.300 0.2 0.8 -0.1
H -6.627 -11.353 -1.341 0.0 -0.2 -0.3
H -5.850 -9.913 -0.823 0.1 0.3 -0.2
H -5.082 -11.414 -0.516 0.4 -0.3 -0.4
H -5.511 -12.607 -3.280 -0.3 0.0 0.4
H -4.380 -11.891 -4.091 0.5 -0.4 -0.4
C -6.497 -5.274 2.854 0.6 -1.2 0.8
O -7.716 -5.343 3.540 -1.1 1.1 -0.2
C -8.270 -4.030 3.555 0.0 0.5 0.4
C -9.594 -3.930 4.304 -1.3 -1.7 -0.9
C -10.713 -4.656 3.482 1.1 -1.2 1.2
N -10.073 -2.603 4.588 0.7 0.8 0.2
H -5.764 -4.744 3.463 0.2 0.4 0.0
H -6.537 -4.832 1.859 -0.3 0.0 -0.1
H -6.169 -6.313 2.838 0.2 0.1 -0.5
H -7.533 -3.340 3.968 0.1 0.1 0.4
H -8.407 -3.686 2.530 -0.2 0.0 -0.4
H -9.541 -4.446 5.263 0.4 -0.1 0.0
H -10.877 -4.212 2.500 -0.2 0.0 0.2
H -11.590 -4.784 4.118 -0.4 0.8 -0.3
H -10.436 -5.707 3.404 0.3 -0.1 -0.7
H -10.248 -2.137 3.710 -0.1 0.3 -0.2
H -10.983 -2.752 5.002 -0.1 0.3 0.2
C -4.199 1.846 -7.582 0.5 0.7 0.0
O -5.004 2.948 -7.968 -0.5 -0.3 -0.9
C -4.987 3.219 -9.372 0.1 0.7 -0.1
C -5.694 4.558 -9.652 -2.1 0.7 1.2
C -7.268 4.463 -9.346 1.9 -0.9 0.0
N -5.494 5.080 -10.986 0.6 -0.5 -0.5
H -4.255 0.972 -8.230 -0.5 -0.1 -0.1
H -4.447 1.607 -6.548 -0.1 -0.1 -0.2
H -3.156 2.158 -7.614 0.3 0.0 0.1
H -3.971 3.231 -9.768 0.4 0.4 0.2
H -5.446 2.452 -9.996 -0.6 -0.5 0.3
H -5.330 5.330 -8.975 0.4 -0.2 0.2
H -7.371 4.004 -8.363 -0.3 0.0 0.0
H -7.645 3.795 -10.121 -0.4 -0.1 0.1
H -7.812 5.407 -9.376 0.3 0.1 -0.1
H -5.739 4.366 -11.657 0.0 -0.2 -0.3
H -6.165 5.818 -11.143 0.0 0.2 0.0
C 11.081 2.202 -6.271 -0.6 -0.9 0.7
O 10.903 0.933 -5.529 1.2 1.9 -1.2
C 10.295 -0.034 -6.351 0.1 -1.9 1.0
C 10.733 -1.451 -5.808 -0.1 1.9 -1.5
N 12.162 -1.613 -6.117 -1.2 0.2 0.3
C 12.707 -2.697 -5.365 1.5 -0.7 -0.3
C 14.201 -2.891 -5.696 -1.8 -0.3 -0.7
O 14.563 -4.059 -5.024 0.8 0.4 0.6
C 15.880 -4.455 -5.332 -0.2 -0.4 0.8
H 11.628 2.105 -7.208 0.1 -0.5 0.0
H 11.621 2.947 -5.685 -0.2 -0.4 0.4
H 10.082 2.569 -6.508 0.0 0.2 0.0
H 10.623 -0.019 -7.390 -0.1 0.5 -0.1
H 9.216 0.068 -6.240 -0.2 0.0 -0.4
H 10.183 -2.201 -6.376 -0.1 -0.1 0.2
H 10.442 -1.459 -4.758 0.3 -0.4 0.3
H 12.625 -0.751 -5.867 0.1 0.2 0.2
H 12.242 -3.647 -5.630 -0.3 0.1 -0.1
H 12.601 -2.594 -4.285 0.0 0.1 0.3
H 14.737 -1.957 -5.528 0.6 -0.1 0.7
H 14.317 -3.095 -6.761 -0.2 0.2 -0.4
H 16.588 -3.643 -5.160 0.1 0.1 -0.2
H 15.942 -4.847 -6.347 0.1 0.1 -0.2
H 16.109 -5.245 -4.618 0.2 -0.1 -0.2
C 4.192 3.602 -2.644 0.6 0.6 -0.3
O 2.809 3.517 -2.664 -1.4 -1.8 -0.1
C 2.413 2.139 -2.555 -0.8 -0.7 0.3
C 0.882 1.907 -2.623 1.6 0.8 0.4
N 0.219 2.296 -1.393 -0.8 -0.2 0.1
C -1.236 2.177 -1.480 -0.4 -0.9 0.6
C -1.851 0.779 -1.129 -1.8 1.3 -0.7
O -2.466 0.691 0.174 1.1 -1.1 -1.2
C -1.573 0.248 1.161 -0.2 0.4 1.0
H 4.653 2.809 -3.233 0.1 -0.1 -0.1
H 4.579 3.557 -1.626 0.2 0.0 0.2
H 4.436 4.554 -3.114 0.3 0.1 0.2
H 2.813 1.638 -1.674 -0.1 0.6 0.8
H 2.850 1.465 -3.291 0.3 0.6 -1.0
H 0.741 0.841 -2.800 -0.1 -0.1 0.1
H 0.544 2.443 -3.510 -0.4 0.2 -0.2
H 0.423 3.249 -1.126 0.4 0.1 -0.2
H -1.627 2.430 -2.466 0.2 0.0 -0.5
H -1.714 2.902 -0.821 0.1 -0.1 0.2
H -1.274 -0.058 -1.522 0.7 -0.3 1.0
H -2.754 0.668 -1.730 -0.1 0.4 -0.4
H -0.928 -0.596 0.914 0.2 0.2 -0.7
H -2.148 -0.143 2.000 -0.2 0.3 0.1
H -1.029 1.140 1.473 0.6 -0.4 0.4
C 4.670 7.686 2.652 -0.1 0.0 1.4
O 3.462 6.953 2.487 1.1 0.6 -1.0
C 3.260 6.515 1.153 -1.1 -0.2 -0.4
C 3.028 7.662 0.116 0.8 -1.6 0.8
N 2.130 7.255 -0.933 -2.5 1.2 0.2
C 1.441 8.459 -1.529 1.4 -1.4 0.0
C 0.504 8.028 -2.617 -0.3 1.0 -0.7
O 1.222 7.467 -3.686 1.3 -0.5 1.4
C 0.599 7.149 -4.883 -0.5 0.5 0.2
H 4.582 8.150 3.634 0.1 -0.1 0.1
H 4.892 8.523 1.989 -0.4 -0.2 -0.6
H 5.531 7.020 2.704 0.1 -0.1 -0.3
H 2.391 5.866 1.259 -0.3 0.3 -0.4
H 4.009 5.852 0.719 0.8 -0.1 0.5
H 3.997 7.869 -0.339 0.3 0.7 0.3
H 2.647 8.481 0.726 -0.1 0.3 -0.5
H 2.545 6.802 -1.735 0.4 -0.2 0.3
H 2.279 9.042 -1.911 -0.3 0.7 -0.6
H 0.893 9.107 -0.845 0.1 -0.5 0.5
H 0.026 8.942 -2.970 -0.4 0.3 -0.2
H -0.281 7.384 -2.221 0.0 -0.4 0.0
H -0.408 6.759 -4.737 0.0 -0.5 0.0
H 1.273 6.436 -5.358 -0.4 0.1 -0.4
H 0.460 8.079 -5.434 0.2 0.0 -0.6
C -0.867 -4.220 6.752 -1.3 -1.8 -0.2
O -1.925 -5.216 6.970 0.4 0.5 -0.4
C -2.778 -4.873 8.033 1.2 0.2 1.2
C -3.745 -5.948 8.426 -0.5 0.7 -0.4
N -4.542 -5.512 9.597 0.3 -1.8 -0.1
C -5.451 -6.636 9.954 -1.3 1.5 0.4
C -6.335 -6.253 11.176 1.2 0.9 -0.7
O -7.282 -5.221 10.754 1.0 -1.2 -0.5
C -8.177 -4.854 11.750 -0.6 -0.3 0.7
H -0.026 -4.363 7.431 -0.1 0.0 0.3
H -1.295 -3.222 6.846 0.2 0.1 -0.3
H -0.546 -4.516 5.753 0.2 0.7 -0.1
H -3.336 -3.960 7.825 0.1 0.3 0.0
H -2.138 -4.774 8.910 0.0 0.8 0.4
H -3.195 -6.853 8.685 -0.2 -0.1 -0.1
H -4.355 -6.071 7.531 -0.4 -0.8 -0.1
H -5.129 -4.723 9.368 0.0 0.2 -0.2
H -4.929 -7.585 10.078 0.2 0.3 0.3
H -6.197 -6.796 9.177 0.0 -0.2 -0.5
H -5.672 -5.782 11.901 0.0 0.0 0.3
H -6.725 -7.158 11.643 -0.8 0.1 -0.2
H -8.992 -5.575 11.815 -0.1 -0.3 0.1
H -8.666 -3.897 11.570 0.4 0.1 -0.4
H -7.694 -4.809 12.726 0.1 0.1 0.2
C 9.969 1.754 0.215 0.4 0.1 -0.2
C 9.963 2.354 1.643 -0.3 -1.1 -2.3
C 9.250 1.409 2.593 -0.7 0.8 0.4
O 11.297 2.594 2.039 -0.1 0.3 0.3
H 10.508 0.807 0.206 0.0 -0.1 0.1
H 10.428 2.386 -0.545 0.4 0.3 0.4
H 8.993 1.578 -0.236 -0.4 -0.1 0.6
H 9.476 3.325 1.554 -0.5 0.0 0.3
H 8.858 2.033 3.396 0.0 -0.3 0.4
H 9.885 0.636 3.027 0.1 0.1 -0.3
H 8.380 0.958 2.117 0.1 -0.1 0.0
H 11.137 3.239 2.732 0.9 0.1 0.3
C 13.130 7.911 -1.873 0.9 -0.4 0.0
C 11.907 8.755 -2.109 -0.6 -0.7 0.5
C 10.689 8.005 -1.559 -0.2 -0.3 -0.5
O 11.954 9.953 -1.365 0.2 0.7 0.6
H 14.067 8.389 -2.161 -0.1 0.2 -0.1
H 13.087 6.971 -2.422 -0.2 0.0 -0.1
H 13.243 7.636 -0.825 -0.2 0.2 0.1
H 11.786 8.956 -3.174 -0.1 0.1 -0.1
H 10.871 7.648 -0.545 0.0 0.5 0.2
H 10.466 7.086 -2.100 0.1 0.0 -0.4
H 9.807 8.642 -1.615 0.0 0.0 0.2
H 12.127 10.745 -1.880 0.1 -0.3 -0.3
C 3.610 -2.913 -0.704 -0.9 1.5 0.0
C 5.028 -2.903 -0.254 -0.4 -0.7 1.6
C 5.192 -3.246 1.259 0.5 0.1 -0.6
O 5.691 -3.897 -1.018 0.8 0.2 0.2
H 2.996 -2.285 -0.058 -0.2 -0.3 0.4
H 3.174 -3.904 -0.830 0.1 0.1 0.0
H 3.625 -2.292 -1.600 -0.4 -0.6 -0.7
H 5.373 -1.886 -0.441 0.7 0.0 0.0
H 4.639 -4.149 1.514 0.1 -0.1 -0.1
H 4.900 -2.474 1.972 -0.5 0.3 -0.5
H 6.248 -3.369 1.496 0.1 -0.4 -0.2
H 5.267 -3.920 -1.879 0.1 0.0 -0.1

---

107
Properties=species:S:1:pos:R:3:forces:R:3 method="wB97M-V/def2-TZVPD" e_above_lowest_kcal_mol=125.6 charge=-1 e_tot_ev=-110617.1743 homo_lumo_gap_ev=5.05
Hg 0.892 0.225 -0.889 1.6 -1.6 0.3
C 5.858 3.785 -3.238 -0.1 0.0 0.1
C 5.982 4.016 -1.867 0.2 0.0 -0.1
C 4.955 3.705 -0.989 -0.2 0.0 0.1
C 3.806 3.127 -1.507 0.5 -0.1 -0.4
C 2.562 2.636 -0.899 -1.1 0.1 -0.4
N 2.132 3.008 0.325 0.2 -0.1 0.4
C 0.928 2.712 0.814 0.0 -0.4 -0.8
C 0.257 3.479 1.879 -0.5 0.2 0.3
C 0.636 4.591 2.608 0.1 -0.1 -0.1
C -0.297 5.151 3.471 -0.1 0.0 0.1
C -1.573 4.606 3.607 0.0 0.1 0.0
C -1.962 3.500 2.863 0.0 -0.1 -0.1
C -1.039 2.951 1.993 0.4 0.3 0.4
C -1.144 1.881 0.986 -1.0 -0.4 -0.7
N -2.268 1.361 0.586 0.4 0.2 0.8
C -2.315 0.653 -0.598 0.0 0.3 -1.0
N -1.296 -0.218 -0.969 -0.7 -0.8 -0.3
C -1.254 -0.165 -2.299 -0.4 0.7 -0.4
N -0.083 0.082 -2.901 -0.6 -1.0 -0.1
C -1.688 1.431 -3.830 0.1 0.2 0.0
N -0.371 1.102 -3.767 -0.1 0.7 0.0
C 0.436 2.009 -4.421 -0.6 -0.1 -0.1
N 1.744 2.307 -4.218 0.9 -0.2 0.5
C 2.378 2.259 -3.088 -0.5 0.1 -0.9
N 1.840 1.995 -1.836 0.2 1.1 0.5
C 3.693 2.876 -2.885 0.3 0.1 0.4
C 4.701 3.230 -3.764 -0.1 -0.1 0.0
C -0.481 2.877 -5.089 0.1 -0.5 0.3
C -0.271 4.039 -5.840 -0.1 0.3 -0.2
C -1.362 4.768 -6.251 0.4 0.0 -0.1
C -2.677 4.366 -5.939 -0.3 -0.3 0.1
C -2.916 3.249 -5.178 -0.1 0.2 -0.2
C -1.817 2.502 -4.723 0.3 -0.2 0.3
C -2.471 0.500 -2.926 -0.1 0.1 -0.7
C -3.442 -0.110 -3.899 -0.4 -0.3 0.2
C -4.698 0.382 -3.911 0.4 -0.3 -0.1
C -5.181 1.278 -2.892 0.0 0.3 0.5
C -4.453 1.516 -1.760 -0.5 0.2 -0.2
C -3.154 0.987 -1.665 0.8 -0.2 0.4
N 0.088 1.759 0.379 0.1 1.4 0.8
H 6.674 4.042 -3.901 0.0 0.0 0.0
H 6.903 4.443 -1.491 0.0 0.0 0.0
H 5.041 3.897 0.073 0.0 0.0 0.0
H 1.625 5.013 2.492 0.0 0.0 0.0
H -0.038 6.036 4.038 0.0 0.0 0.0
H -2.277 5.070 4.286 0.0 0.0 0.0
H -2.959 3.086 2.942 0.0 0.0 0.0
H 4.588 3.050 -4.825 0.0 0.0 0.0
H 0.738 4.352 -6.076 0.0 0.0 0.0
H -1.215 5.673 -6.828 0.0 0.0 0.0
H -3.515 4.948 -6.303 0.0 0.0 0.0
H -3.923 2.937 -4.934 0.0 0.0 0.1
H -3.065 -0.803 -4.638 -0.1 0.0 0.0
H -5.381 0.070 -4.692 0.0 0.0 0.0
H -6.180 1.681 -2.983 0.0 -0.1 0.0
H -4.890 2.029 -0.912 0.0 0.1 0.0
C 5.004 -1.934 2.308 0.0 0.0 -0.1
C 4.783 -0.659 1.485 0.3 -0.2 0.1
C 3.395 -0.514 1.102 -0.3 0.1 -0.1
N 2.295 -0.404 0.803 0.5 -0.1 0.2
H 6.066 -2.053 2.515 0.0 0.0 0.0
H 4.645 -2.802 1.759 0.0 0.0 0.0
H 4.463 -1.875 3.251 0.0 0.0 0.0
H 5.367 -0.695 0.563 0.0 0.1 0.0
H 5.075 0.232 2.044 0.0 0.0 -0.1
F -5.925 -5.125 1.024 0.0 0.0 0.0
C -4.739 -4.488 1.164 0.1 0.1 0.0
C -3.811 -4.999 2.051 0.0 -0.1 0.1
C -2.606 -4.332 2.205 -0.1 0.0 0.0
C -2.331 -3.174 1.483 0.3 0.2 -0.1
C -3.283 -2.697 0.589 0.1 0.0 0.0
C -4.497 -3.353 0.421 -0.1 0.0 0.0
Sb -0.542 -2.008 1.859 -0.5 -0.6 0.7
C 0.716 -3.698 2.310 -0.1 0.3 -0.1
C 0.598 -4.911 1.642 0.1 0.0 0.0
C 1.478 -5.952 1.898 0.0 -0.1 0.0
C 2.476 -5.759 2.829 -0.1 0.1 0.0
F 3.337 -6.769 3.095 0.0 0.0 0.0
C 2.626 -4.568 3.511 0.1 0.0 0.0
C 1.740 -3.537 3.237 0.0 0.0 -0.1
C -1.222 -1.830 3.936 0.2 0.1 -0.3
C -1.034 -2.792 4.924 0.0 0.1 0.0
C -1.585 -2.641 6.189 0.0 0.0 0.1
C -2.331 -1.510 6.453 0.0 0.0 -0.1
F -2.875 -1.358 7.684 0.0 0.0 0.0
C -2.539 -0.531 5.503 -0.1 0.1 0.1
C -1.979 -0.702 4.244 0.1 0.0 0.0
H -4.036 -5.897 2.612 0.0 0.0 0.0
H -1.873 -4.719 2.902 0.0 0.0 0.0
H -3.081 -1.802 0.015 0.0 0.0 -0.1
H -5.245 -2.988 -0.270 0.0 0.0 0.0
H -0.182 -5.049 0.903 0.0 0.0 0.0
H 1.400 -6.893 1.370 0.0 0.0 0.0
H 3.432 -4.453 4.225 0.0 0.0 0.0
H 1.854 -2.584 3.745 0.0 0.0 0.1
H -0.443 -3.674 4.711 0.0 0.0 0.0
H -1.445 -3.387 6.960 0.0 0.0 0.0
H -3.129 0.341 5.750 0.0 0.0 0.0
H -2.138 0.058 3.485 0.0 0.0 0.0
F 0.538 -2.944 -0.889 0.1 0.2 0.1
Sb 2.179 -3.370 -1.759 0.4 -0.3 -0.2
F 1.816 -5.217 -1.570 0.0 0.2 0.0
F 1.263 -3.336 -3.403 0.1 0.1 0.1
F 3.836 -3.708 -2.610 -0.2 -0.1 0.1
F 2.620 -1.506 -1.911 -0.2 -0.1 0.1
F 3.067 -3.366 -0.072 -0.1 0.1 -0.1

---

97
Properties=species:S:1:pos:R:3:forces:R:3 method="wB97M-V/def2-TZVPD" e_above_lowest_kcal_mol=9.2 charge=+2 e_tot_ev=-91029.6270 homo_lumo_gap_ev=6.86
Hf 0.114 -0.364 -0.103 -0.8 0.0 -0.4
C 4.016 -0.346 2.346 0.0 0.0 0.0
C 3.098 -0.320 1.291 0.0 0.0 0.0
N 1.793 -0.453 1.468 -0.2 -0.1 0.3
C 1.316 -0.620 2.748 0.1 0.0 0.0
C 2.167 -0.579 3.866 0.0 0.1 0.1
C 3.552 -0.461 3.627 0.0 0.0 0.0
C 1.607 -0.613 5.166 0.0 0.0 0.0
C 0.252 -0.632 5.309 0.0 0.0 0.0
C -0.597 -0.710 4.182 0.0 0.1 0.1
C -0.088 -0.785 2.909 -0.3 -0.1 0.0
N -0.812 -0.969 1.710 0.2 -0.3 0.2
C -1.900 -1.861 1.637 0.0 0.1 0.1
C -2.477 -2.561 2.671 -0.1 0.0 0.1
C -3.544 -3.464 2.464 0.0 0.0 0.0
C -4.029 -3.712 1.217 0.0 0.0 0.0
C -3.406 -3.087 0.111 -0.1 0.0 -0.1
C -3.748 -3.407 -1.218 0.0 0.0 0.0
C -3.029 -2.886 -2.260 0.0 0.0 0.0
C -1.979 -2.020 -1.969 0.0 0.1 0.0
N -1.662 -1.648 -0.741 0.1 0.0 0.3
C -2.356 -2.174 0.319 0.0 0.0 0.0
H 5.070 -0.245 2.133 0.0 0.0 0.0
H 3.435 -0.168 0.275 0.0 0.0 0.0
H 4.235 -0.449 4.468 0.0 0.0 0.0
H 2.263 -0.588 6.026 0.0 0.0 0.0
H -0.190 -0.601 6.295 0.0 0.0 0.0
H -1.666 -0.686 4.333 0.0 0.0 0.0
H -2.110 -2.447 3.677 0.0 0.0 0.0
H -3.971 -3.964 3.322 0.0 0.0 0.0
H -4.846 -4.400 1.053 0.0 0.0 0.0
H -4.566 -4.093 -1.400 0.0 0.0 0.0
H -3.249 -3.135 -3.287 0.0 0.0 0.0
H -1.379 -1.613 -2.774 0.0 0.0 0.0
I -0.047 2.328 1.501 0.2 -0.2 0.0
C -0.980 4.109 0.875 0.1 -0.1 0.0
C -0.836 5.046 1.860 -0.1 0.1 -0.1
C -1.402 6.324 1.718 0.0 0.0 0.1
C -2.102 6.602 0.591 0.0 0.0 0.0
C -2.264 5.638 -0.435 0.0 0.0 0.0
C -3.029 6.012 -1.562 0.0 0.0 0.0
C -3.245 5.138 -2.578 0.0 0.0 0.0
C -2.677 3.860 -2.501 0.0 0.0 0.0
C -1.906 3.435 -1.442 0.1 -0.1 0.2
P -1.275 1.717 -1.757 -0.4 -0.2 -0.1
C -2.873 0.930 -2.199 0.0 0.1 0.0
C -3.755 0.700 -1.142 0.0 0.0 0.0
C -5.013 0.174 -1.379 0.0 0.0 0.0
C -5.401 -0.136 -2.678 0.0 0.0 0.0
C -4.528 0.086 -3.732 0.0 0.0 0.0
C -3.267 0.622 -3.495 0.0 0.0 0.0
C -0.378 1.932 -3.331 0.1 0.0 0.1
C 0.086 3.176 -3.749 0.0 0.0 0.0
C 0.861 3.289 -4.896 0.0 0.0 0.0
C 1.184 2.163 -5.635 0.0 0.0 0.0
C 0.735 0.914 -5.222 0.0 0.0 0.0
C -0.031 0.804 -4.074 0.0 0.0 0.0
C -1.687 4.327 -0.340 0.0 0.1 0.0
H -0.288 4.811 2.762 0.0 0.0 0.0
H -1.280 7.056 2.504 0.0 0.0 0.0
H -2.559 7.574 0.451 0.0 0.0 0.0
H -3.443 7.012 -1.591 0.0 0.0 0.0
H -3.837 5.413 -3.440 0.0 0.0 0.0
H -2.852 3.188 -3.330 0.0 0.0 0.0
H -3.463 0.950 -0.124 0.0 0.0 0.0
H -5.694 0.011 -0.553 0.0 0.0 0.0
H -6.386 -0.541 -2.867 0.0 0.0 0.0
H -4.832 -0.142 -4.745 0.0 0.0 0.0
H -2.599 0.805 -4.329 0.0 0.0 0.0
H -0.152 4.068 -3.185 0.0 0.0 0.0
H 1.209 4.263 -5.210 0.0 0.0 0.0
H 1.782 2.254 -6.532 0.0 0.0 0.0
H 0.981 0.029 -5.793 0.0 0.0 0.0
H -0.360 -0.180 -3.761 0.0 0.0 0.0
S 2.472 -3.466 -2.627 0.0 0.0 0.0
C 1.540 -4.457 -1.547 0.0 0.0 0.0
C 1.431 -5.844 -1.525 0.0 0.0 0.0
C 0.666 -6.413 -0.528 0.0 0.0 0.0
C 0.039 -5.619 0.439 0.0 0.0 0.0
C 0.148 -4.243 0.415 0.0 0.0 0.0
C 0.892 -3.657 -0.606 -0.1 0.1 0.0
N 1.120 -2.289 -0.793 0.0 0.3 -0.1
C 1.957 -2.064 -1.788 0.1 0.0 -0.1
C 2.413 -0.707 -2.103 0.0 0.0 0.0
C 3.482 -0.507 -2.975 0.0 0.0 -0.1
C 3.948 0.776 -3.194 0.0 0.0 0.0
C 3.348 1.844 -2.534 0.0 0.0 0.0
C 2.283 1.624 -1.671 -0.1 0.0 0.0
C 1.763 0.348 -1.431 0.8 0.1 -0.2
H 1.938 -6.456 -2.258 0.0 0.0 0.0
H 0.567 -7.489 -0.482 0.0 0.0 0.0
H -0.528 -6.091 1.229 0.0 0.0 0.0
H -0.309 -3.638 1.184 0.0 0.0 0.0
H 3.966 -1.344 -3.466 0.0 0.0 0.0
H 4.781 0.945 -3.863 0.0 0.0 0.0
H 3.716 2.849 -2.695 0.0 0.0 0.0
H 1.843 2.486 -1.179 0.0 0.0 0.0